Density functional theory data (ωB97M-V/def2-TZVPD) for C23H39Cl2N5O3PV as an isolated structure in a non-equilibrium geometry.

The energy relative to the best compared isomer or geometry (same formula, charge and spin) comes out at 1.8 kcal per mole. The calculation puts the maximum force at 3.6 eV/A. As for the gap between HOMO and LUMO (spin up / spin down): 7.0 / 6.6 eV. Its charge is 0. As for the total energy: -3604.9522 Ha. Its expectation value of S² is 2.457. As for the multiplicity: 3.

Positions of all 74 atoms, in Å:
N1 -0.915 -0.713 -3.176
P1 -0.840 2.272 1.008
C1 -0.960 -1.892 -4.017
O1 2.194 0.860 0.541
V1 -0.093 -0.046 1.349
C2 -2.219 -4.713 -1.355
H1 4.957 2.619 0.173
C3 -1.158 -3.792 -1.293
H2 -2.478 2.073 -0.754
H3 -2.025 0.969 -2.595
C4 0.363 -5.586 -0.770
H4 5.886 -0.041 -1.472
C5 -1.750 4.690 2.602
O2 0.363 0.840 -2.067
H5 1.328 -5.825 -0.344
H6 -0.123 -2.543 -3.763
H7 1.155 -0.588 -3.286
H8 -4.111 3.158 0.712
C6 0.186 3.753 1.404
H9 2.202 -3.557 -0.916
H10 2.594 -1.927 0.911
H11 -3.941 4.916 1.070
H12 -1.562 -2.119 4.076
C7 0.957 -1.364 2.107
H13 4.338 -0.148 -2.358
C8 1.368 -3.507 -1.665
N2 -2.762 3.652 2.267
N3 -2.412 4.118 -0.131
H14 -1.343 -2.704 -1.263
H15 3.028 -1.388 2.498
H16 2.311 -3.011 2.273
Cl1 -2.161 -0.646 0.555
H17 -1.996 6.110 0.385
C9 -1.759 2.859 -0.487
H18 -0.696 -2.629 1.592
H19 -0.656 -3.638 3.804
H20 0.185 -2.163 4.465
C10 -2.203 2.302 2.283
C11 2.898 0.466 -0.412
C12 -0.221 -2.048 2.390
H21 -2.747 -6.828 -1.388
C13 2.293 -1.962 1.946
H22 0.911 3.911 0.590
H23 -1.243 4.410 3.537
H24 -0.887 -1.628 -5.084
C14 -1.951 -6.087 -1.259
H25 -1.896 -2.439 -3.843
H26 -2.948 1.537 2.018
N4 4.208 0.777 -0.510
C15 0.257 -0.124 -2.825
H27 -0.496 -7.540 -0.606
H28 -0.692 5.268 -0.553
C16 4.952 0.483 -1.714
H29 -2.930 -0.572 -2.607
H30 -3.231 -4.374 -1.505
H31 2.488 -0.151 -1.229
H32 5.223 1.401 -2.257
Cl2 0.422 0.919 3.455
H33 -2.524 0.216 -4.144
H34 4.334 1.538 1.447
C17 -0.592 -2.532 3.768
N5 -0.740 4.877 1.528
H35 0.748 3.567 2.330
C18 -1.435 5.172 0.252
H36 -1.765 2.067 3.261
C19 -2.167 0.027 -3.121
C20 -0.675 -6.505 -0.869
C21 -3.401 3.961 0.969
C22 4.871 1.576 0.503
C23 0.151 -4.279 -1.240
H37 5.885 1.185 0.639
H38 -2.275 5.650 2.731
O3 1.492 -2.703 -2.583
H39 -1.040 2.973 -1.312

Results of the Mulliken charge analysis, in e, for atoms 1 through 5:
1 N 0.497
2 P 1.804
3 C -0.992
4 O -0.489
5 V -0.236